(1)
Below is one molecule with the formula C17H29N5O7, with properties calculated with ωB97M-V with the def2-TZVPD basis set.

Results
Spin multiplicity: 1
Structure (SMILES): COCCOCC(=O)NC[C@@]1(OC)CCN(C(=O)CCCn2c(O)nnc2O)C1
Kohn-Sham gap (eV): 9.21
Net charge: 0
LUMO level (eV): 0.582
ΔE to the lowest compared entry with this formula, charge and spin (eV): 0.4829

The geometry in XYZ format:
```
58
Properties=species:S:1:pos:R:3:forces:R:3
C -1.76329 3.00400 -3.54410 0.001 0.033 0.040
O -1.00175 1.82461 -3.40757 0.013 -0.205 0.037
C -1.55097 0.75031 -4.14693 0.036 0.120 -0.094
C -0.71271 -0.47786 -3.94036 -0.081 -0.013 -0.134
O -0.84787 -0.90775 -2.60439 -0.041 0.270 0.103
C 0.07347 -1.92250 -2.28357 0.334 -0.155 0.140
C 0.07390 -2.19083 -0.79395 -0.140 -0.279 -0.117
O 0.91823 -2.90868 -0.29059 0.040 0.035 0.066
N -0.95057 -1.64327 -0.10292 -0.004 0.193 0.009
C -1.15009 -1.92971 1.29564 -0.083 -0.023 0.049
C -1.99526 -0.85048 1.96635 -0.065 -0.054 -0.026
O -3.18301 -0.58122 1.23609 -0.022 -0.092 -0.029
C -4.06758 -1.67774 1.08976 0.028 0.049 0.024
C -2.23017 -1.19212 3.45030 0.010 -0.033 -0.049
C -1.07722 -0.50914 4.21089 0.089 0.120 0.016
N -0.38342 0.29020 3.19660 -0.010 -0.219 0.246
C 0.97391 0.37600 3.18925 0.017 0.247 0.075
O 1.64892 0.05011 4.15071 0.027 -0.056 -0.108
C 1.55657 0.93990 1.91143 0.121 -0.024 0.045
C 3.01863 1.32719 2.01600 -0.012 0.046 -0.098
C 3.46412 2.02991 0.73362 0.025 -0.208 -0.007
N 3.38271 1.14656 -0.43434 -0.127 0.110 -0.053
C 2.33858 0.90494 -1.29194 -0.172 0.101 0.194
O 1.16113 1.53385 -1.12605 0.201 -0.248 -0.152
N 2.63340 0.02577 -2.19038 0.112 0.139 0.075
N 3.95478 -0.36812 -1.94285 0.091 0.015 0.072
C 4.34535 0.30252 -0.91234 -0.151 0.015 -0.087
O 5.53885 0.25853 -0.30469 -0.005 -0.025 -0.026
C -1.23207 0.46460 2.04499 -0.067 0.100 -0.190
H -1.27906 3.77866 -2.95400 0.009 -0.011 0.000
H -1.80999 3.32680 -4.59015 0.015 -0.013 -0.001
H -2.78524 2.85883 -3.17675 0.001 -0.004 0.005
H -2.58664 0.55791 -3.83763 0.018 0.028 0.038
H -1.55251 0.99357 -5.21793 -0.043 0.025 0.012
H -1.05650 -1.26471 -4.62348 0.031 -0.003 -0.043
H 0.33684 -0.25817 -4.16035 0.050 0.012 -0.002
H -0.17204 -2.86245 -2.79180 -0.059 -0.025 0.000
H 1.08892 -1.62951 -2.56231 -0.026 -0.044 0.009
H -1.62030 -1.07383 -0.59880 0.003 -0.039 0.028
H -1.62775 -2.90500 1.42655 -0.003 -0.058 0.014
H -0.17697 -1.99912 1.78533 0.005 0.007 0.036
H -4.97530 -1.28434 0.63828 -0.008 -0.010 0.001
H -3.65632 -2.45183 0.43585 0.016 -0.017 -0.009
H -4.31811 -2.12530 2.05583 -0.004 -0.004 0.003
H -3.19799 -0.78597 3.74744 0.020 0.019 0.006
H -2.24489 -2.26785 3.62844 -0.023 0.013 0.008
H -1.44658 0.12918 5.01601 -0.012 -0.024 -0.005
H -0.36424 -1.20398 4.64922 -0.003 -0.043 -0.012
H 1.41895 0.19053 1.12541 0.011 -0.021 0.005
H 0.96810 1.80558 1.60055 0.059 0.026 0.017
H 3.16059 1.99357 2.86793 0.046 0.063 -0.029
H 3.63959 0.45039 2.20145 0.005 -0.009 -0.018
H 2.83929 2.90099 0.53121 -0.018 -0.043 -0.033
H 4.49648 2.37050 0.80613 -0.014 -0.049 -0.009
H 0.53416 1.15444 -1.77135 -0.013 0.266 -0.009
H 6.06272 -0.41720 -0.75525 -0.018 0.014 -0.010
H -0.66029 0.67685 1.14473 -0.173 -0.062 -0.001
H -1.95150 1.27188 2.20479 -0.038 0.048 -0.023
```
Forces are in eV/Å.

---

(2)
Below is a 2-piece molecular cluster, C10H15ClNSi overall at a distorted geometry, with properties calculated with ωB97M-V with the def2-TZVPD basis set.

Results
Spin multiplicity: 1
Kohn-Sham gap (eV): 7.83
Net charge: +1
LUMO level (eV): -5.091
ΔE to the lowest compared entry with this formula, charge and spin (eV): 1.8191

The geometry in XYZ format:
```
28
Properties=species:S:1:pos:R:3:forces:R:3
C -1.75665 0.61781 -3.45770 0.869 -0.827 -2.773
C -0.38454 0.37931 -3.46940 0.210 -0.095 0.891
C -2.41830 0.71898 -2.28490 0.333 -1.026 3.439
C 0.23804 0.31358 -2.19455 1.717 -0.711 -3.471
C -1.78584 0.48158 -1.01800 -0.221 0.240 -0.791
C -0.35730 0.25243 -0.97548 -2.033 1.246 1.321
C -1.12409 0.25780 2.68857 1.662 -0.560 -2.872
C -0.23741 -0.58987 2.08894 -0.642 3.139 -0.922
C 0.18981 -1.82589 2.65944 -0.211 -3.399 0.806
C 2.47973 0.88569 0.89213 -1.761 2.097 -1.486
N 2.06015 1.86997 1.86400 0.290 1.748 1.756
Si 0.69672 0.08039 0.54642 -0.768 0.213 0.852
Cl -0.02517 -3.40089 -1.26245 -0.948 -0.680 1.961
H -2.31892 0.55344 -4.41916 0.443 0.407 0.910
H 0.19725 0.14886 -4.40412 -0.698 0.583 1.182
H -3.47937 0.71374 -2.28675 -0.801 0.478 0.048
H 1.28954 0.11909 -2.30475 0.616 0.085 0.403
H -2.46168 0.47892 -0.14095 0.801 -0.128 -0.454
H -1.42030 1.15016 2.10234 -0.053 -0.349 1.130
H -1.47257 -0.01865 3.65100 -0.785 0.148 0.685
H -0.50590 -2.25320 3.43556 0.763 0.699 -0.551
H 1.19287 -1.81421 3.01108 0.956 0.440 0.994
H 0.32430 -2.64866 1.93870 -0.598 0.240 -0.265
H 3.04506 0.23279 1.44974 1.511 -1.979 0.673
H 3.05987 1.41939 0.11007 -0.409 -1.233 -0.232
H 0.51174 -2.98321 -2.27560 0.976 0.736 -1.908
H 2.84467 2.12843 2.56868 -2.057 -0.596 -1.671
H 1.61831 2.73222 1.48716 0.838 -0.915 0.344
```
Forces are in eV/Å.

---

(3)
Below is CH7NOSi2 as an isolated structure at a distorted geometry, with properties calculated with ωB97M-V with the def2-TZVPD basis set.

Results
Spin multiplicity: 1
Kohn-Sham gap (eV): 9.07
Net charge: 0
LUMO level (eV): -0.127
ΔE to the lowest compared entry with this formula, charge and spin (eV): 2.2676

The geometry in XYZ format:
```
12
Properties=species:S:1:pos:R:3:forces:R:3
C -0.78769 1.22880 0.72360 0.213 -0.006 -0.823
N -1.11391 2.25722 1.08797 0.476 1.190 0.714
O -1.41035 4.53195 -0.75593 1.299 0.844 -0.757
Si -1.77264 4.32500 0.69394 -2.577 -2.236 0.017
Si -0.46994 -0.30635 -0.26033 1.164 0.925 -1.775
H 2.85437 -4.03912 -0.47341 0.095 1.966 0.243
H -3.04694 3.52368 0.77170 -0.083 0.691 0.371
H 2.89643 -3.23864 -0.37444 -0.098 -1.961 -0.242
H -1.61454 4.96147 1.98998 0.761 0.364 0.251
H 0.08059 -1.10339 0.72226 0.697 -1.558 1.316
H -1.78292 -0.61186 -0.68741 -1.002 -0.492 -0.405
H 0.53789 -0.18468 -1.43891 -0.945 0.274 1.090
```
Forces are in eV/Å.